{"formula": "C20H46O3P2Pb", "method": "the ωB97M-V functional and the def2-TZVPD basis", "homo_ev": [-22.55, -22.55], "charge": 4, "total_energy_ev": -51406.8443, "homo_lumo_gap_ev": [5.18, 5.18], "symbols": ["Pb", "C", "O", "C", "O", "P", "C", "H", "C", "H", "C", "H", "C", "P", "H", "H", "C", "H", "C", "H", "H", "H", "C", "H", "H", "H", "C", "H", "H", "H", "C", "H", "H", "H", "C", "H", "H", "H", "C", "H", "H", "H", "C", "H", "H", "H", "C", "H", "C", "H", "H", "C", "H", "H", "H", "C", "H", "H", "H", "C", "H", "H", "H", "C", "H", "H", "H", "H", "H", "O", "H", "H"], "xyz": [[-0.5575, 0.3619, -0.3201], [-0.9402, 2.3255, 1.4809], [-1.0520, 3.2267, 2.1682], [0.9559, -0.4070, 1.4911], [1.6725, -0.8218, 2.2919], [-2.2861, -1.2638, 1.1676], [-2.3611, -3.0024, 0.5335], [-3.1673, -3.5125, 1.0847], [-1.9612, -1.4603, 2.9954], [-0.9356, -1.8721, 3.0190], [-4.0329, -0.6577, 0.8620], [-4.1395, -0.7362, -0.2387], [1.8433, 2.1497, -2.7345], [2.0551, 0.6404, -1.6493], [3.1440, -0.8061, -3.2266], [1.0159, 1.8950, -3.4175], [3.8520, 0.6097, -1.1800], [4.3973, 0.6588, -2.1361], [-1.9368, -0.1213, 3.7429], [-1.4521, -0.2786, 4.7196], [-2.9515, 0.2458, 3.9471], [-1.3738, 0.6616, 3.2183], [-2.8867, -2.4654, 3.6880], [-3.9100, -2.0841, 3.7667], [-2.5362, -2.6266, 4.7179], [-2.8999, -3.4447, 3.1924], [-5.1186, -1.5348, 1.4973], [-4.9972, -2.5970, 1.2508], [-6.0963, -1.2324, 1.0974], [-5.1682, -1.4066, 2.5836], [-4.1927, 0.8264, 1.2159], [-5.2438, 1.1183, 1.0939], [-3.6020, 1.4672, 0.5479], [-3.9079, 1.0336, 2.2565], [-2.7179, -3.0203, -0.9587], [-3.6995, -2.5718, -1.1599], [-2.7588, -4.0605, -1.3095], [-1.9612, -2.4865, -1.5535], [-1.0367, -3.7158, 0.8310], [-0.1950, -3.2057, 0.3391], [-1.0889, -4.7462, 0.4533], [-0.8300, -3.7781, 1.9073], [3.0950, 2.4197, -3.5742], [3.4129, 1.5371, -4.1439], [3.9359, 2.7540, -2.9533], [2.8712, 3.2192, -4.2944], [1.3865, 3.3802, -1.9380], [2.1604, 3.7359, -1.2454], [1.8097, -2.0860, -2.1063], [0.4718, 3.1875, -1.3589], [1.1610, 4.1908, -2.6445], [1.1745, -0.5694, -4.0683], [0.7312, -2.1946, -1.9116], [2.1371, -2.9487, -2.6986], [2.3310, -2.1451, -1.1384], [2.0997, -0.7766, -2.8620], [1.1402, -1.4963, -4.6569], [1.5502, 0.2224, -4.7297], [0.1504, -0.3186, -3.7557], [4.2775, -0.6786, -0.4703], [3.6468, -0.8842, 0.4115], [5.3163, -0.5562, -0.1264], [4.2670, -1.5454, -1.1408], [4.1805, 1.8341, -0.3251], [3.5778, 1.8646, 0.5990], [4.0131, 2.7728, -0.8775], [5.2437, 1.8039, -0.0414], [-0.1667, -3.8996, -3.1930], [-0.6969, -4.2609, -2.8032], [1.8554, 2.5039, 1.8650], [1.8930, 2.7176, 2.8147], [1.7535, 3.3674, 1.4301]], "forces_ev_per_a": [[0.2, -0.2, 0.3], [-0.1, 2.6, 1.6], [0.1, -2.6, -2.0], [3.4, -1.8, 3.8], [-3.0, 1.7, -3.2], [-3.5, -2.1, 1.3], [1.3, 0.0, -1.1], [0.1, 0.6, 0.2], [1.7, 1.1, 0.3], [-0.3, 0.0, 0.0], [0.3, 1.3, -1.2], [0.1, -0.1, 0.4], [-1.8, 0.6, 0.7], [2.2, 0.3, -4.3], [-0.1, 0.3, 0.5], [0.2, -0.2, 0.3], [0.7, 0.2, 3.0], [-0.8, 0.1, -0.3], [-0.1, 0.0, 0.4], [-0.2, 0.1, -0.3], [0.3, -0.1, -0.1], [-0.1, -0.2, 0.2], [-0.8, -0.6, -0.4], [0.4, -0.2, 0.0], [0.3, 0.2, -0.3], [0.0, 0.2, 0.3], [0.0, -0.6, 0.4], [-0.1, 0.3, 0.2], [0.3, 0.2, -0.1], [-0.1, 0.0, -0.4], [0.0, 0.0, 0.3], [0.3, 0.0, 0.0], [-0.1, 0.0, 0.0], [-0.2, 0.0, -0.3], [-0.2, 0.0, 0.0], [0.3, -0.2, 0.0], [0.1, 0.3, 0.0], [-0.1, -0.2, 0.0], [0.0, -0.2, 0.2], [0.0, -0.2, 0.0], [0.1, 0.3, 0.1], [0.0, 0.0, -0.3], [0.9, -0.5, 0.1], [-0.1, 0.2, 0.0], [-0.2, 0.0, -0.3], [-0.2, -0.2, 0.2], [0.3, 0.3, -0.1], [-0.2, 0.0, -0.2], [0.1, -0.1, 0.3], [0.0, 0.0, -0.1], [0.0, -0.2, 0.3], [0.3, 0.0, 0.0], [0.1, 0.0, -0.2], [-0.2, 0.1, 0.1], [-0.2, -0.1, -0.3], [-1.4, -0.6, 0.2], [-0.1, 0.2, 0.2], [-0.2, -0.2, 0.1], [0.0, -0.1, -0.2], [0.1, -0.3, 0.0], [0.4, 0.0, -0.2], [-0.3, 0.0, -0.1], [0.1, 0.2, 0.3], [0.0, 0.5, 0.1], [0.4, -0.1, -0.3], [0.2, -0.3, 0.3], [-0.3, 0.0, -0.1], [-0.3, -0.2, 0.1], [0.2, 0.1, -0.2], [-0.6, 0.1, 0.0], [0.2, 0.0, -0.3], [0.3, -0.1, 0.3]], "mulliken_charge": [1.29, 0.23, -0.06, 0.32, -0.12, 0.57, 0.35, 0.46, 0.69, 0.38, 0.50, 0.39, 0.40, 0.28, 0.62, 0.59, 0.41, 0.67, -1.66, 0.47, 0.43, 0.26, -1.43, 0.25, 0.45, 0.37, -1.50, 0.37, 0.48, 0.37, -1.12, 0.46, 0.27, 0.17, -1.39, 0.29, 0.49, 0.18, -1.38, 0.20, 0.51, 0.32, -1.69, 0.40, 0.33, 0.50, -1.20, 0.20, -0.96, 0.28, 0.48, -1.63, -0.21, 0.57, 0.23, 0.40, 0.46, 0.39, 0.33, -1.47, 0.24, 0.48, 0.38, -1.44, 0.31, 0.25, 0.49, -0.13, 0.16, -0.57, 0.30, 0.31]}

{"formula": "C20H46O3P4PbS", "method": "the ωB97M-V functional and the def2-TZVPD basis", "homo_ev": [-18.86, -18.86], "charge": 4, "total_energy_ev": -80821.8111, "homo_lumo_gap_ev": [3.68, 4.89], "symbols": ["Pb", "P", "P", "P", "H", "C", "C", "H", "C", "C", "C", "C", "C", "C", "C", "C", "C", "H", "H", "H", "H", "H", "H", "H", "H", "H", "H", "H", "H", "H", "H", "H", "H", "H", "H", "H", "H", "H", "H", "H", "H", "H", "H", "H", "H", "H", "C", "C", "C", "C", "C", "C", "S", "H", "H", "H", "H", "H", "H", "C", "O", "P", "O", "C", "O", "C", "H", "H", "H", "H", "H", "H", "H", "H", "H"], "xyz": [[-0.9589, 0.4823, 0.1266], [1.5555, -1.5490, -0.6261], [1.7830, 2.0832, -0.2698], [-0.0073, 0.6465, -3.0223], [-4.5624, -1.4570, 2.8594], [-5.1366, -1.6296, 1.9350], [-4.7471, -2.6310, 1.1343], [-3.7905, -3.1282, 1.4229], [1.9616, -2.6086, 0.8025], [3.2747, -1.3783, -1.2437], [0.9492, -2.8729, -1.7417], [1.1562, 3.7790, 0.0561], [3.0649, 2.0498, 0.9928], [2.8600, 2.4740, -1.6833], [-1.4195, -0.3301, -3.5830], [1.1671, 0.0109, -4.2462], [-0.3974, 2.1826, -3.9431], [-6.0612, -1.1020, 1.8326], [-5.3184, -3.1118, 0.3279], [1.0137, -2.9466, 1.2279], [2.4986, -2.0304, 1.5687], [2.5329, -3.4832, 0.4673], [3.8270, -0.6674, -0.6022], [3.2690, -1.0002, -2.2810], [3.7743, -2.3650, -1.2032], [-0.0280, -3.2123, -1.3645], [1.6536, -3.7186, -1.7315], [0.8291, -2.5023, -2.7641], [2.0017, 4.4791, -0.0114], [0.7404, 3.7997, 1.0711], [0.3725, 4.0629, -0.6596], [3.8147, 2.8337, 0.7964], [3.5638, 1.0769, 1.0147], [2.6155, 2.2195, 1.9758], [3.5667, 3.2470, -1.3477], [2.2768, 2.8506, -2.5346], [3.4223, 1.5806, -1.9894], [-1.7050, 0.0161, -4.5796], [-2.2974, -0.2467, -2.9259], [-1.1234, -1.3738, -3.6539], [0.7167, 0.2716, -5.2157], [1.2879, -1.0737, -4.2033], [2.1552, 0.4775, -4.1834], [-0.8029, 1.8486, -4.9061], [0.5304, 2.7310, -4.1379], [-1.1162, 2.8254, -3.4323], [-3.7349, 2.1007, -0.9875], [-4.6112, 3.2137, -1.2261], [-5.9655, 2.9950, -1.4178], [-6.4852, 1.6539, -1.4191], [-5.6155, 0.5846, -1.2377], [-4.2526, 0.8041, -1.0131], [-2.0808, 2.5816, -0.7969], [0.1475, -1.1757, 0.3008], [-4.1778, 4.1966, -1.3053], [-6.6463, 3.8284, -1.5576], [-7.5333, 1.5072, -1.5661], [-5.9985, -0.4260, -1.2712], [-3.5796, -0.0594, -0.9427], [4.6707, -0.7190, 3.6804], [3.3170, -0.6432, 3.1748], [2.0409, -0.1496, 4.1710], [2.1385, -1.1900, 5.4065], [2.4417, -2.6002, 5.3568], [0.7434, -0.7240, 3.3334], [-0.3402, -1.4378, 3.9556], [5.3457, -0.3043, 2.9103], [4.9591, -1.7615, 3.8645], [4.7982, -0.1377, 4.6084], [2.2190, -3.0981, 4.3974], [3.5030, -2.7225, 5.6040], [1.8311, -3.0658, 6.1379], [-0.1202, -2.5138, 3.9339], [-0.5193, -1.1223, 5.0015], [-1.2575, -1.2250, 3.3784]], "forces_ev_per_a": [[0.5, 1.5, -0.9], [-0.2, -3.9, 1.2], [-0.2, 1.3, 0.5], [-0.8, -0.1, -0.4], [-0.2, 0.3, -0.6], [0.7, -0.9, 0.1], [0.8, -0.2, 0.7], [-0.9, 0.1, -0.4], [-0.2, 0.1, 0.4], [0.5, 2.2, -0.4], [-0.9, 0.5, -0.1], [-0.5, -0.2, 0.0], [0.4, -0.5, 0.8], [-0.2, -0.8, -0.8], [-0.8, -0.3, 0.2], [0.8, -0.2, -0.1], [0.3, 0.5, 0.4], [-0.4, 0.2, -0.1], [0.2, 0.6, 0.3], [0.1, -0.2, 0.1], [-0.1, -0.3, -0.3], [0.0, 0.3, 0.2], [-0.1, -0.4, -0.4], [0.1, -0.2, 0.4], [-0.7, 0.3, 0.1], [0.3, 0.0, -0.2], [-0.1, 0.4, 0.1], [0.0, -0.2, 0.2], [-0.3, -0.2, 0.0], [0.0, 0.2, -0.2], [0.3, 0.1, 0.2], [-0.3, -0.3, 0.1], [0.1, 0.1, 0.0], [0.1, 0.0, 0.0], [-0.3, -0.2, -0.1], [0.2, -0.1, 0.2], [0.0, 0.3, -0.1], [-0.1, -0.2, 0.1], [0.2, 0.0, -0.2], [-0.2, -0.2, 0.0], [0.3, -0.2, 0.2], [0.0, 0.1, 0.0], [-0.1, 0.0, -0.1], [0.1, 0.2, 0.2], [-0.2, 0.1, 0.1], [0.1, 0.0, -0.2], [0.4, 1.4, -0.2], [-1.2, -0.4, -0.3], [0.4, -0.5, 0.2], [0.8, 1.9, 0.1], [1.6, -0.6, 0.4], [-1.0, -1.3, -0.3], [-1.0, -0.1, 0.0], [2.4, 0.1, -1.7], [-0.1, 0.3, 0.2], [0.1, -0.1, -0.1], [-0.5, -0.2, -0.1], [0.1, -0.1, 0.0], [-0.4, 0.2, 0.1], [1.4, 0.7, 0.2], [-2.4, 1.2, 0.9], [1.0, -5.8, 0.0], [-0.6, 3.1, -1.3], [0.5, -1.2, 0.2], [1.8, 1.8, 0.0], [-1.2, -0.4, 0.8], [-0.5, -0.1, 0.4], [-0.5, 0.1, -0.1], [-0.1, -0.3, -0.3], [0.0, 0.6, 0.2], [-0.3, 0.0, 0.0], [0.2, 0.2, -0.1], [0.0, 0.3, 0.0], [0.2, -0.1, -0.6], [0.5, -0.1, 0.2]], "mulliken_charge": [0.97, 1.05, 0.83, 1.01, 0.23, -0.55, -0.47, 0.19, -1.30, -1.22, -1.12, -1.35, -1.21, -1.41, -1.05, -1.50, -1.57, 0.32, 0.30, 0.47, 0.08, 0.59, 0.30, 0.32, 0.53, 0.41, 0.51, 0.21, 0.49, 0.44, 0.36, 0.50, 0.19, 0.35, 0.61, 0.34, 0.32, 0.47, 0.16, 0.38, 0.51, 0.45, 0.38, 0.53, 0.42, 0.41, 1.54, -0.71, -0.66, -0.50, -0.83, -0.22, -0.19, -0.20, 0.47, 0.44, 0.48, 0.52, 0.00, -0.78, -0.17, 0.54, -0.31, -0.54, 0.08, -0.70, 0.32, 0.32, 0.40, 0.27, 0.31, 0.28, 0.33, 0.39, 0.22]}

{"formula": "C20H46OP4PtS", "method": "the ωB97M-V functional and the def2-TZVPD basis", "homo_ev": [-18.68, -20.87], "charge": 4, "total_energy_ev": -74727.1258, "multiplicity": 5, "homo_lumo_gap_ev": [7.36, 4.26], "symbols": ["Pt", "P", "P", "P", "H", "C", "C", "H", "C", "C", "C", "C", "C", "C", "C", "C", "C", "H", "H", "H", "H", "H", "H", "H", "H", "H", "H", "H", "H", "H", "H", "H", "H", "H", "H", "H", "H", "H", "H", "H", "H", "H", "H", "H", "H", "H", "C", "C", "C", "C", "C", "C", "S", "H", "H", "H", "H", "H", "H", "C", "P", "C", "C", "O", "H", "H", "H", "H", "H", "H", "H", "H", "H"], "xyz": [[-0.1263, 0.9316, -0.5067], [1.6315, 1.8759, 0.7118], [-1.3813, 0.9197, 1.5516], [-1.2601, 2.9354, -1.1391], [-0.2626, -0.3751, -3.5357], [-0.3903, 0.4237, -2.7963], [0.7990, 1.0741, -2.3430], [1.7426, 0.5066, -2.3158], [2.6458, 0.6245, 1.4897], [1.2903, 3.0457, 2.0674], [2.7089, 2.7803, -0.4070], [-2.7843, -0.2642, 1.3343], [-0.6429, 0.3124, 3.1410], [-2.2878, 2.3627, 2.3096], [-0.9193, 3.6585, -2.7734], [-1.1804, 4.3781, -0.0577], [-3.0250, 2.4914, -1.1922], [-1.4073, 0.7982, -2.6678], [0.8945, 2.1308, -2.5507], [3.3598, 0.2644, 0.7478], [2.0472, -0.2228, 1.8305], [3.1811, 1.0778, 2.3284], [0.8754, 2.5842, 2.9671], [0.6409, 3.8689, 1.7655], [2.2748, 3.4573, 2.3177], [3.2962, 2.0648, -0.9892], [3.3597, 3.3845, 0.2302], [2.1470, 3.4307, -1.0850], [-3.3264, -0.3190, 2.2976], [-2.3834, -1.2533, 1.0578], [-3.4618, 0.1028, 0.5448], [-1.4746, 0.1262, 3.8385], [0.0308, 1.0456, 3.5978], [-0.0948, -0.6202, 2.9695], [-2.8316, 1.9765, 3.1865], [-3.0154, 2.8208, 1.6305], [-1.5633, 3.1155, 2.6484], [-1.6990, 4.3917, -3.0232], [-0.9164, 2.8326, -3.4901], [0.0617, 4.1552, -2.7748], [-1.7166, 5.1750, -0.5782], [-0.1452, 4.6880, 0.0779], [-1.6505, 4.2424, 0.9136], [-3.5317, 3.1939, -1.8648], [-3.4834, 2.5501, -0.1988], [-3.1348, 1.4745, -1.5831], [1.8186, -2.9261, -2.4665], [0.8140, -2.2817, -1.7128], [-0.5212, -2.6580, -1.8501], [-0.8090, -3.8218, -2.5826], [0.1955, -4.5294, -3.2591], [1.5097, -4.0551, -3.2308], [3.3767, -2.1570, -2.3985], [3.1887, -1.4419, -3.4937], [1.1193, -1.4817, -1.0217], [-1.3272, -2.0407, -1.4079], [-1.8518, -4.1528, -2.6400], [-0.0789, -5.4314, -3.8131], [2.2970, -4.4989, -3.8258], [1.7254, -3.9828, 0.6499], [0.4954, -2.9899, 1.5174], [-1.1186, -3.7751, 1.3523], [0.9705, -3.0200, 3.2627], [0.4547, -1.5587, 1.0126], [1.2829, -4.4806, -0.2235], [2.1073, -4.7354, 1.3498], [2.5426, -3.3231, 0.3222], [-1.0034, -4.8536, 1.5300], [-1.7966, -3.3339, 2.0991], [-1.4920, -3.5899, 0.3349], [1.8045, -2.3115, 3.4129], [0.1070, -2.7438, 3.8911], [1.2981, -4.0435, 3.5084]], "forces_ev_per_a": [[-0.5, 1.4, 2.2], [-0.3, 0.2, -0.1], [-1.4, -0.6, 1.2], [-1.0, 1.1, 0.1], [-0.4, -0.4, 0.9], [1.1, -0.4, -0.5], [0.0, -0.2, -0.8], [-0.4, 0.3, -0.8], [0.3, -0.3, 0.1], [-0.1, 0.1, -0.1], [0.1, 0.1, 0.1], [0.2, 0.2, 0.1], [0.0, -0.1, -0.4], [0.3, -0.1, -0.3], [0.3, -0.4, 0.1], [0.1, 0.2, 0.0], [0.0, 0.0, -0.2], [0.3, 0.3, -0.7], [0.4, 0.0, 0.1], [0.1, -0.1, 0.1], [0.1, 0.3, 0.1], [0.1, -0.2, -0.1], [0.2, 0.1, -0.3], [0.2, -0.1, 0.0], [-0.1, 0.0, 0.1], [0.0, 0.2, 0.0], [0.2, 0.0, -0.3], [0.1, 0.0, 0.2], [0.1, -0.1, -0.5], [-0.3, 0.4, 0.1], [0.2, -0.2, 0.3], [0.3, 0.0, -0.2], [-0.2, -0.3, -0.1], [-0.1, 0.3, 0.2], [0.2, 0.1, -0.3], [0.2, -0.1, 0.3], [-0.3, -0.2, 0.0], [0.2, -0.2, 0.1], [-0.1, 0.5, -0.2], [-0.3, -0.1, -0.1], [0.0, 0.1, 0.0], [0.0, 0.2, -0.1], [0.1, 0.0, -0.2], [-0.1, -0.2, 0.2], [0.1, 0.0, -0.4], [-0.2, 0.2, 0.0], [-0.3, -0.3, 0.1], [-0.6, 0.1, 1.0], [0.4, 0.3, 0.1], [-0.7, 0.4, 0.1], [0.8, -0.1, -0.1], [-0.6, -0.2, -0.9], [-0.1, 0.2, 0.8], [0.5, -0.1, -1.2], [-0.3, -0.2, -0.6], [0.6, -0.5, -0.2], [0.4, 0.0, -0.1], [0.3, 0.3, 0.1], [-0.1, -0.3, 0.0], [0.3, 0.2, -0.2], [-0.6, -4.2, 0.5], [0.1, 0.4, 0.2], [0.2, 0.8, 0.8], [0.1, 2.0, -0.5], [0.0, 0.1, 0.3], [0.0, 0.1, -0.2], [-0.1, -0.3, 0.2], [-0.1, 0.2, 0.0], [0.1, -0.3, -0.3], [0.0, -0.2, 0.4], [-0.3, -0.4, 0.1], [0.3, -0.1, -0.3], [-0.1, 0.2, -0.3]], "mulliken_spin": [0.73, 0.13, 0.19, 0.29, -0.03, 0.44, -0.08, 0.01, 0.05, 0.03, 0.03, 0.05, 0.03, 0.01, 0.02, 0.02, 0.03, 0.05, 0.00, 0.00, -0.01, 0.00, 0.00, 0.00, 0.00, 0.00, 0.00, 0.00, 0.00, 0.00, -0.01, 0.00, 0.00, 0.01, 0.00, 0.00, 0.00, 0.00, 0.00, 0.00, 0.01, 0.00, 0.00, 0.01, 0.01, 0.00, 0.20, 0.04, 0.02, 0.17, 0.06, -0.01, 0.46, 0.02, 0.09, -0.03, 0.00, 0.00, 0.00, 0.06, -0.02, 0.02, 0.14, 0.73, 0.00, 0.00, 0.00, 0.00, 0.00, 0.00, 0.00, 0.01, 0.01]}